Record 1
{"formula": "C21H39As3BrN3OPt", "method": "wB97M-V/def2-TZVPD", "total_charge": 2, "relative_energy_kj_mol": 0.0, "symbols": ["Pt", "O", "C", "C", "C", "N", "C", "Br", "C", "H", "H", "H", "H", "C", "As", "C", "C", "C", "C", "C", "As", "C", "C", "C", "As", "C", "C", "H", "H", "H", "H", "H", "H", "H", "H", "H", "H", "H", "H", "H", "H", "H", "H", "H", "H", "H", "H", "H", "H", "H", "H", "H", "H", "H", "C", "C", "C", "C", "N", "N", "C", "H", "H", "H", "H", "H", "H", "H", "H"], "coordinates": [[-0.577356, -0.711870, 0.565100], [-4.376250, -0.926015, 5.518732], [-3.633322, -0.846135, 4.424284], [-4.099589, -0.408131, 3.182664], [-3.221494, -0.370609, 2.128274], [-1.929410, -0.733465, 2.221602], [-1.502534, -1.157128, 3.419555], [0.312898, -1.671811, 3.582205], [-2.294327, -1.230187, 4.537108], [-5.289877, -0.647833, 5.370176], [-5.127569, -0.103733, 3.038920], [-3.547044, -0.036917, 1.151968], [-1.905445, -1.573024, 5.484576], [0.701568, -0.627722, -2.972910], [1.103594, -0.865793, -1.096902], [1.797272, -2.668743, -1.069446], [2.701810, 0.151297, -0.667703], [2.601694, 1.677506, -0.507509], [4.038379, 2.200354, -0.371744], [1.869960, 2.048715, 0.791933], [0.006472, 1.551388, 0.989569], [-1.062152, 2.786903, -0.045353], [-0.346048, 2.097065, 2.807987], [1.927406, 2.303534, -1.733235], [1.826319, 4.294701, -1.760284], [0.583738, 4.371053, -3.271921], [3.452337, 4.672210, -2.779179], [1.639912, -0.571424, -3.523103], [0.121450, 0.273768, -3.148815], [0.140892, -1.496812, -3.312713], [2.656913, -2.725288, -1.736572], [1.029292, -3.361765, -1.408159], [2.110594, -2.930176, -0.060128], [3.418683, -0.090520, -1.457070], [3.078071, -0.302770, 0.254635], [4.570433, 1.685364, 0.430136], [4.042517, 3.267071, -0.141488], [4.592166, 2.051266, -1.300138], [1.884331, 3.133423, 0.923562], [2.380774, 1.606390, 1.652054], [-0.596664, 3.772126, -0.022558], [-2.052288, 2.842718, 0.405270], [-1.157905, 2.448182, -1.073838], [-0.071781, 3.145921, 2.915929], [0.247269, 1.498683, 3.497660], [-1.403814, 1.978470, 3.035509], [0.889403, 1.961309, -1.813025], [2.437599, 1.975962, -2.644355], [-0.409931, 4.044066, -2.965545], [0.932945, 3.753466, -4.099750], [0.506654, 5.402865, -3.610830], [4.330530, 4.645917, -2.138079], [3.363313, 5.677932, -3.188297], [3.573861, 3.966406, -3.600807], [-1.185643, -6.236709, 0.821785], [-1.412332, -4.879803, 0.253444], [-2.171875, -4.450938, -0.816531], [-2.025716, -3.059408, -0.873277], [-1.210968, -2.661122, 0.105232], [-0.851497, -3.775513, 0.780936], [-2.631200, -2.093687, -1.834221], [-1.669437, -6.983452, 0.198010], [-1.601254, -6.313891, 1.826979], [-0.122255, -6.471812, 0.871846], [-2.769506, -5.065631, -1.467382], [-0.250944, -3.703144, 1.587377], [-3.462076, -2.556911, -2.361066], [-1.903006, -1.771687, -2.579715], [-2.998541, -1.204448, -1.321369]], "atomic_forces_ev_per_a": [[-0.2, 0.0, -0.1], [0.0, 0.0, 0.0], [0.0, 0.0, 0.0], [0.0, 0.0, 0.0], [0.0, 0.0, -0.1], [0.2, -0.1, 0.1], [0.0, 0.0, 0.1], [-0.1, 0.0, -0.1], [0.0, 0.0, 0.0], [0.0, 0.0, 0.0], [0.0, 0.0, 0.0], [0.0, 0.0, 0.0], [0.0, 0.0, 0.0], [-0.1, 0.1, 0.0], [0.2, -0.1, 0.1], [0.1, 0.0, 0.0], [0.0, 0.0, 0.0], [0.0, 0.0, 0.0], [0.0, 0.0, 0.0], [0.0, 0.0, 0.0], [0.0, 0.0, 0.1], [0.0, 0.0, 0.0], [0.0, 0.0, 0.0], [0.0, 0.0, 0.0], [0.0, 0.0, 0.0], [0.0, 0.0, 0.0], [0.0, 0.0, 0.0], [0.0, 0.0, 0.0], [0.0, 0.0, 0.0], [0.0, 0.0, 0.0], [0.0, 0.0, 0.0], [0.0, 0.0, 0.0], [0.0, 0.0, 0.0], [0.0, 0.0, 0.0], [0.0, 0.0, 0.0], [0.0, 0.0, 0.0], [0.0, 0.0, 0.0], [0.0, 0.0, 0.0], [0.0, 0.0, 0.0], [0.0, 0.0, 0.0], [0.0, 0.0, 0.0], [0.0, 0.0, 0.0], [0.0, 0.0, 0.0], [0.0, 0.0, 0.0], [0.0, 0.0, 0.0], [0.0, 0.0, 0.0], [0.0, 0.0, 0.0], [0.0, 0.0, 0.0], [0.0, 0.0, 0.0], [0.0, 0.0, 0.0], [0.0, 0.0, 0.0], [0.0, 0.0, 0.0], [0.0, 0.0, 0.0], [0.0, 0.0, 0.0], [0.0, 0.0, 0.0], [0.0, 0.0, 0.0], [0.0, 0.0, 0.0], [0.0, 0.0, 0.0], [-0.1, 0.1, 0.0], [0.1, 0.0, 0.0], [0.0, 0.0, 0.0], [0.0, 0.0, 0.0], [0.0, 0.0, 0.0], [0.0, 0.0, 0.0], [0.0, 0.0, 0.0], [0.0, 0.0, 0.0], [0.0, 0.0, 0.0], [0.0, 0.0, 0.0], [0.0, 0.0, 0.0]]}

***

Record 2
{"formula": "C21H39AuCl3N7O3Si", "method": "wB97M-V/def2-TZVPD", "spin_multiplicity": 3, "relative_energy_kj_mol": 196.7, "symbols": ["C", "C", "H", "H", "H", "C", "C", "H", "H", "H", "H", "Au", "Cl", "Cl", "H", "H", "C", "C", "N", "H", "C", "O", "H", "H", "H", "H", "H", "H", "C", "C", "N", "H", "C", "O", "H", "H", "H", "H", "O", "C", "C", "C", "H", "C", "H", "C", "H", "C", "C", "H", "H", "H", "Si", "Cl", "C", "C", "C", "H", "H", "H", "H", "H", "H", "H", "H", "H", "N", "N", "N", "C", "N", "N", "H", "H", "H"], "coordinates": [[-1.993900, -2.049082, -3.391889], [-1.310181, -2.864390, -2.332213], [-1.829917, -2.457215, -4.398747], [-1.587349, -1.034182, -3.347994], [-3.086620, -2.025364, -3.245346], [-1.051440, -4.175853, -2.441571], [-1.323934, -5.056210, -3.613148], [-0.630306, -4.691643, -1.577743], [-1.397916, -4.583870, -4.604164], [-2.258983, -5.620195, -3.464776], [-0.513113, -5.796309, -3.685816], [0.621344, 1.506026, 1.226874], [-3.956092, -0.017891, -0.022237], [1.125623, 3.515136, 0.293503], [0.456260, 5.830808, 4.571248], [-1.836386, 6.517558, 2.855455], [0.753571, 5.412272, 3.598885], [-1.151855, 6.007324, 2.162293], [-0.397551, 4.971234, 2.840646], [1.454678, 4.586347, 3.755109], [-1.027183, 3.790574, 3.147955], [-0.841983, 3.065980, 4.132767], [-1.736408, 5.581070, 1.342593], [-1.787883, 3.521440, 2.386616], [1.252886, 6.204439, 3.030698], [-0.462793, 6.747873, 1.748896], [2.031629, -1.200831, -2.649294], [2.044676, -3.515532, -1.568035], [2.892829, -0.915314, -2.038014], [2.992415, -3.187144, -1.104721], [2.947344, -1.751064, -0.855552], [2.807657, 0.117412, -1.708832], [3.414076, -1.204888, 0.331201], [3.622764, -0.010126, 0.510509], [3.146060, -3.738665, -0.161337], [3.551276, -1.988150, 1.129368], [3.801934, -1.058477, -2.632542], [3.812065, -3.411111, -1.813239], [0.194561, -1.327688, -1.480943], [-0.578777, -2.238114, -1.189382], [0.515131, -2.761132, 0.990482], [-0.663827, -2.766460, 0.214107], [1.350498, -2.128497, 0.677531], [0.638946, -3.601928, 2.104812], [-3.164853, -0.290176, -0.992475], [-1.816653, -3.337115, 0.779133], [1.598528, -3.701483, 2.634932], [-0.448031, -4.416014, 2.465310], [-1.693645, -4.232352, 1.848050], [-2.787720, -3.088710, 0.351170], [-0.340008, -5.144900, 3.277528], [-2.559602, -4.807722, 2.187699], [-0.330340, 3.144110, -2.626139], [-0.177690, 1.100972, -2.143606], [1.506671, 3.543324, -2.784978], [-1.537012, 3.807944, -1.320698], [-1.241791, 3.244427, -4.250358], [2.173396, 2.710575, -2.521699], [1.811499, 4.415652, -2.204222], [1.667531, 3.765429, -3.843581], [-0.640879, 2.783385, -5.041796], [-1.442586, 4.283878, -4.548708], [-2.193811, 2.700161, -4.192463], [-1.589799, 3.192193, -0.414415], [-2.539491, 3.842266, -1.773027], [-1.250263, 4.821475, -1.025824], [1.287872, -1.414248, 5.387285], [0.610991, -1.250473, 4.201556], [-0.739027, -0.993067, 4.207218], [-0.873881, -0.317269, 3.074774], [0.318028, -0.073675, 2.464272], [1.283261, -0.704656, 3.179910], [2.222853, -1.768661, 5.209683], [0.728408, -1.959164, 6.025226], [-1.845807, -0.054252, 2.666200]], "atomic_forces_ev_per_a": [[0.2, 0.2, 0.0], [-0.1, -1.1, 0.1], [0.0, 0.1, 0.3], [-0.2, 0.0, -0.2], [0.3, 0.1, 0.1], [-0.4, 0.3, -0.1], [-0.1, -0.7, -0.4], [0.2, 0.2, -0.1], [0.0, 0.2, 0.5], [0.2, 0.1, 0.0], [-0.3, 0.1, 0.0], [0.6, 0.3, -0.1], [0.0, -0.1, 0.0], [0.2, 0.0, 0.2], [0.1, -0.1, -0.1], [0.1, 0.0, -0.1], [0.0, 0.1, 0.3], [-0.1, -0.1, -0.2], [-0.3, -0.8, 0.5], [-0.2, 0.1, 0.0], [0.0, -0.1, 0.7], [0.3, 0.9, -1.4], [0.1, 0.0, 0.1], [0.1, 0.2, 0.2], [0.0, -0.2, 0.1], [-0.1, -0.2, 0.0], [0.2, 0.2, 0.2], [0.3, 0.1, 0.2], [0.0, -0.1, -0.1], [0.0, 0.2, 0.0], [0.9, 0.0, 0.9], [-0.1, 0.0, -0.2], [-0.1, 0.4, -0.8], [-0.2, -1.4, 0.0], [0.0, 0.2, -0.4], [-0.1, 0.5, -0.4], [0.1, 0.1, 0.0], [-0.3, -0.1, 0.3], [0.5, -0.2, 0.9], [-1.0, -1.3, 1.3], [2.6, -0.5, 3.0], [0.7, 1.6, -3.5], [-0.6, -0.3, 0.2], [0.8, 1.3, -2.2], [0.1, 0.1, 0.0], [-2.3, -2.0, 2.0], [-0.5, 0.2, -0.3], [0.1, -1.0, 1.1], [-1.1, 0.9, -2.0], [0.2, -0.2, 0.2], [-0.1, 0.4, -0.3], [0.2, 0.4, -0.1], [0.0, -0.9, 0.9], [-0.5, 0.5, -0.4], [-0.2, 0.6, -0.4], [0.0, 0.3, -0.3], [0.2, 0.0, -0.4], [-0.5, 0.2, 0.1], [0.0, -0.1, -0.1], [0.1, 0.1, -0.1], [-0.1, 0.1, 0.0], [0.0, -0.2, 0.1], [0.2, 0.2, 0.1], [0.2, 0.1, -0.3], [0.2, 0.0, 0.0], [-0.1, 0.0, 0.1], [0.2, -0.2, 0.3], [-0.9, 2.3, -1.6], [2.0, -0.5, -0.6], [0.6, -0.4, 0.3], [0.2, -1.8, 1.2], [-2.5, 0.7, 0.6], [-0.3, -0.1, 0.0], [0.0, -0.3, -0.1], [0.4, 0.2, 0.1]]}

***

Q: Number 2 is which compound?
A: C21H39AuCl3N7O3Si